No. 1
Computed, not measured: C42H36Cl2N8O2S3Sc as an isolated structure at a distorted geometry, with the ωB97M-V functional and the def2-TZVPD basis.

Structure (XYZ):
```
94
C42H36Cl2N8O2S3Sc the ωB97M-V functional and the def2-TZVPD basis
Sc 0.38683 0.30729 -0.43345
Cl 3.54586 1.45673 5.47545
C 3.17340 0.81693 3.91697
C 2.40455 1.56945 3.04137
C 2.08593 1.05679 1.79261
N 1.28568 1.66045 0.82120
C 1.08786 2.98297 0.67711
O 1.26822 3.88916 1.46866
C 0.69361 3.28081 -0.76429
C 0.66637 4.59497 -1.20259
C 0.50881 4.85443 -2.55293
C 0.38401 3.78135 -3.42647
C 0.38897 2.50229 -2.90751
N 0.53552 2.24187 -1.60610
C 2.60521 -0.19961 1.38156
C 3.37977 -0.93622 2.27029
C 3.63040 -0.44281 3.54271
Cl 4.48584 -1.43601 4.66492
N 2.19074 -0.61112 0.10158
C 2.53620 -1.79793 -0.44229
O 3.38670 -2.59306 -0.08477
C 1.68424 -2.11921 -1.65723
C 1.99555 -3.23215 -2.42145
C 1.20164 -3.54970 -3.50795
C 0.08770 -2.76234 -3.76968
C -0.17774 -1.69517 -2.93717
N 0.60914 -1.35244 -1.91252
H 2.04718 2.54768 3.32559
H 0.79261 5.38107 -0.47160
H 0.50259 5.87054 -2.92379
H 0.29178 3.93597 -4.49209
H 0.29230 1.63995 -3.55719
H 3.77210 -1.89551 1.97681
H 2.84955 -3.82612 -2.12872
H 1.43520 -4.39868 -4.13600
H -0.57144 -2.97925 -4.59837
H -1.06739 -1.09533 -3.05138
S -0.03460 -1.62352 1.44753
C -1.50976 -2.11165 2.06449
N -1.59378 -2.71860 3.24222
C -2.89727 -3.00317 3.82350
C -3.83947 -1.87887 3.46465
N -3.90117 -1.76280 2.01090
C -5.21318 -1.51146 1.41722
C -6.20335 -2.58991 1.78839
C -6.04837 -3.87096 1.26680
C -6.94020 -4.87548 1.60728
C -7.99036 -4.60762 2.47526
C -8.13983 -3.33832 3.01180
C -7.24628 -2.33212 2.67011
C -2.78312 -1.89003 1.29182
S -2.73720 -1.89506 -0.36962
C -0.41720 -3.09406 4.03038
C -0.17139 -2.14325 5.18062
C -0.02280 -0.77836 4.94031
C 0.19969 0.09658 5.99102
C 0.28152 -0.38196 7.29151
C 0.14827 -1.73977 7.53416
C -0.08449 -2.61667 6.48349
H -2.78801 -3.07011 4.90481
H -3.28290 -3.95564 3.44558
H -3.48848 -0.93960 3.90474
H -4.83977 -2.08868 3.83428
H -5.07972 -1.48120 0.33956
H -5.56860 -0.53424 1.75826
H -5.22769 -4.07206 0.58639
H -6.82049 -5.86639 1.18949
H -8.69409 -5.38800 2.73249
H -8.95199 -3.12614 3.69441
H -7.36779 -1.33741 3.08481
H 0.44231 -3.09513 3.36389
H -0.57911 -4.10903 4.39784
H -0.06342 -0.39748 3.92660
H 0.31253 1.15374 5.78866
H 0.46327 0.30275 8.10910
H 0.22398 -2.12024 8.54428
H -0.17366 -3.67910 6.68083
C -5.88576 3.60496 -1.57886
C -4.69362 2.73828 -1.78226
C -4.35965 2.13332 -2.95872
C -3.18991 1.34907 -3.01217
N -2.38479 1.19578 -1.96819
C -2.73502 1.76059 -0.79330
S -1.87035 1.56230 0.62497
N -3.87557 2.52682 -0.73050
C -2.87270 0.63710 -4.28554
H -6.47973 3.65704 -2.48665
H -5.57784 4.61499 -1.30286
H -6.51285 3.21376 -0.77596
H -4.97637 2.25343 -3.83566
H -4.08640 2.93156 0.17172
H -3.48087 1.01525 -5.10342
H -3.10557 -0.42246 -4.15709
H -1.81932 0.73082 -4.54320
```

As for the net charge: +1. As for the energy above the lowest of the compared OMol25 structures with the same formula, charge and spin: 1.096 eV. The spin multiplicity is 1. The HOMO energy comes out at -9.25 eV.


No. 2
Computed, not measured: C42H36CrN4P2S as an isolated structure, with the ωB97M-V functional and the def2-TZVPD basis.

Structure (XYZ):
```
86
C42H36CrN4P2S the ωB97M-V functional and the def2-TZVPD basis
Cr -0.48519 1.47298 -0.38608
C 0.49388 -1.81833 1.04079
N 0.04637 -2.57425 -0.10535
C -0.41577 -1.97796 -1.32520
P -1.59983 -0.58403 -1.06691
C -2.54820 -0.54275 -2.61204
C -1.96094 -0.93564 -3.81696
C -2.67833 -0.84943 -5.00169
C -3.98100 -0.36786 -4.99109
C -4.56778 0.02156 -3.79518
C -3.85622 -0.06381 -2.60728
C -2.70193 -1.13087 0.24387
C -3.19028 -2.43838 0.25754
C -4.01165 -2.85489 1.29074
C -4.35345 -1.97154 2.30923
C -3.87604 -0.66938 2.30002
C -3.04618 -0.25313 1.26838
C 0.22580 -3.97904 -0.06444
C 0.14089 -4.65350 1.15322
C 0.32490 -6.02686 1.20031
C 0.57941 -6.74632 0.04189
C 0.66089 -6.07653 -1.16842
C 0.49671 -4.69921 -1.22672
P 1.05533 -0.08642 0.77770
C 2.36716 -0.15715 -0.47083
C 2.87982 1.05592 -0.93557
C 3.89241 1.07375 -1.88108
C 4.39683 -0.12355 -2.37370
C 3.89487 -1.33252 -1.91340
C 2.88275 -1.35499 -0.96297
C 1.87002 0.24692 2.35250
C 1.16937 0.87497 3.37393
C 1.76847 1.08698 4.60729
C 3.07406 0.67100 4.81617
C 3.77915 0.03630 3.79948
C 3.18156 -0.17992 2.56975
H 1.34931 -2.33097 1.49305
H -0.26732 -1.73588 1.83132
H -0.96376 -2.73410 -1.89027
H 0.38960 -1.61312 -1.98106
H -0.94991 -1.32552 -3.84307
H -2.22593 -1.17181 -5.93003
H -4.54217 -0.30828 -5.91354
H -5.58694 0.38346 -3.78477
H -4.32996 0.22554 -1.67653
H -2.92775 -3.13378 -0.53094
H -4.38723 -3.86893 1.30395
H -4.99782 -2.30215 3.11266
H -4.15006 0.01680 3.08958
H -2.67739 0.77085 1.26599
H -0.08861 -4.11374 2.06245
H 0.25446 -6.53801 2.15114
H 0.71485 -7.81781 0.08352
H 0.86947 -6.62431 -2.07771
H 0.60005 -4.19264 -2.17776
H 2.51410 1.99366 -0.52481
H 4.30014 2.01522 -2.22456
H 5.18961 -0.11353 -3.10932
H 4.29758 -2.26436 -2.28721
H 2.50073 -2.30671 -0.61415
H 0.14621 1.18279 3.21103
H 1.21736 1.57407 5.40035
H 3.54738 0.83718 5.77439
H 4.79633 -0.29032 3.96725
H 3.74077 -0.66730 1.77994
N 0.93103 5.31382 -0.14958
C 0.69464 5.34940 1.22226
C 0.94307 6.33391 2.17253
C 0.49597 6.07097 3.44874
C -0.19356 4.88459 3.75889
C -0.42751 3.91541 2.80877
C 0.05596 4.14830 1.52207
N -0.06045 3.39348 0.34950
C 0.44643 4.15364 -0.61184
C 0.35041 3.73034 -2.00700
C 0.81811 4.29807 -3.14567
S 0.30481 3.38994 -4.49634
C -0.47464 2.28993 -3.47626
N -0.38670 2.57401 -2.20134
H 1.33238 6.05470 -0.70108
H 1.44232 7.26015 1.92534
H 0.65771 6.80411 4.22652
H -0.56256 4.74224 4.76515
H -0.99584 3.02720 3.04667
H 1.41166 5.18986 -3.26351
H -1.02422 1.43758 -3.85264
```

As for the net charge: +2. As for the energy above the lowest of the compared OMol25 structures with the same formula, charge and spin: 0.550 eV. The spin multiplicity is 5. The expectation value of S² is 6.0326. The HOMO energy (alpha / beta) comes out at -12.35 / -12.35 eV.


No. 3
Computed, not measured: C42H36F5IrN4PS as an isolated structure, with the ωB97M-V functional and the def2-TZVPD basis.

Structure (XYZ):
```
90
C42H36F5IrN4PS the ωB97M-V functional and the def2-TZVPD basis
Ir -0.66221 -0.21549 -0.77262
F -3.31120 4.06676 3.75538
C -3.25562 3.13185 2.84226
C -2.01416 2.78134 2.29660
F -0.92090 3.39493 2.70228
C -1.97614 1.80051 1.34408
F -0.76108 1.48687 0.81021
C -3.11419 1.12392 0.88843
S -3.05418 -0.10638 -0.28634
C -4.34575 1.51272 1.45746
F -5.45257 0.91477 1.06647
C -4.42000 2.49896 2.42085
F -5.57830 2.84347 2.94439
C -1.47504 3.23696 -3.27741
C -1.00069 2.43820 -2.22947
N -1.06477 1.11979 -2.28596
C -1.58567 0.53481 -3.38862
C -2.07794 1.24634 -4.47750
C -2.02382 2.65096 -4.39231
C -2.56505 0.50498 -5.60834
C -2.47136 -0.84435 -5.64397
C -1.89085 -1.57909 -4.55216
C -1.61326 -2.95840 -4.57897
C -0.92342 -3.51770 -3.53223
C -0.57952 -2.73593 -2.42488
N -0.93152 -1.46405 -2.32878
C -1.51433 -0.87724 -3.41142
H -1.39634 4.31107 -3.19027
H -0.55030 2.87406 -1.34385
H -2.39548 3.25712 -5.20860
H -2.97980 1.04845 -6.44698
H -2.80442 -1.39430 -6.51431
H -1.89344 -3.55209 -5.43978
H -0.62470 -4.55589 -3.54564
H 0.02379 -3.13790 -1.62486
C 6.26610 0.33825 3.47409
C 5.18153 -0.45828 3.80732
C 3.98130 -0.30948 3.12554
C 3.85899 0.62596 2.10142
C 4.95568 1.42868 1.77858
C 6.15195 1.28377 2.46139
P 2.25253 0.76439 1.26439
C 2.18165 2.54866 0.85980
C 2.19433 3.44718 1.92837
C 2.07704 4.80994 1.70781
C 1.93989 5.29862 0.41318
C 1.93643 4.41453 -0.65429
C 2.05663 3.04557 -0.43323
C 2.47193 0.02144 -0.39709
C 3.77014 -0.21027 -0.85311
C 4.03643 -0.57364 -2.16299
C 2.98781 -0.64654 -3.05751
C 1.68767 -0.46130 -2.60963
C 1.37150 -0.18789 -1.27062
H 7.20063 0.23036 4.00830
H 5.26666 -1.18688 4.60242
H 3.13050 -0.92566 3.39493
H 4.86872 2.17676 0.99929
H 6.99684 1.91023 2.20768
H 2.31139 3.07932 2.94204
H 2.10325 5.49378 2.54609
H 1.85954 6.36351 0.24012
H 1.87357 4.79112 -1.66849
H 2.10002 2.37004 -1.28060
H 4.59578 -0.09081 -0.16530
H 5.05332 -0.75807 -2.48249
H 3.17008 -0.85725 -4.10371
H 0.91202 -0.51832 -3.36049
C -3.34540 -3.62420 0.09099
C -1.86206 -3.72980 0.40454
N -1.46454 -3.26782 1.72975
C -1.85483 -4.12981 2.86131
C -3.09732 -3.64927 3.60015
C -0.68990 -2.19361 1.90318
C -0.13328 -1.96632 3.29013
N -0.30956 -1.33500 0.98195
H -3.53559 -3.99060 -0.91939
H -3.70851 -2.60115 0.16236
H -3.93836 -4.23494 0.77017
H -1.25976 -3.16784 -0.29565
H -1.56138 -4.77740 0.32529
H -1.01644 -4.23132 3.54603
H -2.02691 -5.12097 2.44339
H -2.98844 -2.61789 3.93792
H -3.26736 -4.27091 4.47869
H -3.98625 -3.70545 2.97442
H 0.57345 -2.75691 3.54679
H -0.91919 -1.96696 4.04239
H 0.38944 -1.01347 3.33450
H 0.40461 -0.74611 1.40476
```

As for the net charge: +2. As for the energy above the lowest of the compared OMol25 structures with the same formula, charge and spin: 1.770 eV. The spin multiplicity is 2. The expectation value of S² is 0.7724. The HOMO energy (alpha / beta) comes out at -12.47 / -12.46 eV.